1.
One molecule with the formula C4H8O2 in a non-equilibrium geometry, computed with wB97M-V/def2-TZVPD.

ORCA input file:
```
! wB97M-V def2-TZVPD RIJCOSX def2/J DEFGRID3
* xyz 0 1
H -1.019 1.555 -0.528
H -0.651 -1.041 1.763
H -1.198 0.576 1.328
O 0.003 -1.601 -0.623
H 0.424 0.427 1.968
C -0.301 -0.094 1.345
C -1.108 0.459 -0.602
O -2.125 -0.135 -0.887
H 2.301 -0.290 -0.349
C 0.118 -0.294 -0.142
C 1.435 0.336 -0.588
H 1.590 1.316 -0.125
H -0.917 -1.622 -0.959
H 1.418 0.460 -1.675
*
```

As for the LUMO energy: 0.868 eV. As for the energy above the lowest of the compared OMol25 structures with the same formula, charge and spin: 34.7 kcal/mol. The HOMO energy comes out at -9.94 eV. As for the gap between HOMO and LUMO: 0.3971 Eh. The value obtained for the molar mass is 88.1 g/mol. Its SMILES is CC(C)(O)C=O.

Here are the natural (NBO) charges for atoms 1 to 4, given in e: 0.1316, 0.2481, 0.2161, -0.7074

***

2.
A 2-piece molecular cluster, C9H14 overall in a non-equilibrium geometry, computed with wB97M-V/def2-TZVPD.

ORCA input file:
```
! wB97M-V def2-TZVPD RIJCOSX def2/J DEFGRID3
* xyz 1 2
H 0.818 -1.314 -2.493
C -1.867 1.588 0.995
H -0.336 -1.287 1.988
C 0.805 -2.399 -2.333
H 1.766 3.453 1.736
C -1.717 0.274 1.553
C -0.551 -3.093 -2.039
H -2.554 -0.409 1.569
H 1.653 0.125 1.685
C -0.422 -0.228 1.778
H 2.657 2.349 0.995
H -1.229 -2.844 -2.844
H -0.308 -4.156 -2.053
H -2.905 1.886 0.891
H 1.025 -2.793 -3.324
H -1.024 3.404 0.442
H 1.570 3.349 -0.041
C 0.486 1.882 1.075
C 1.654 2.768 0.868
H -0.995 -2.871 -1.066
H 1.602 -2.632 -1.649
C -0.809 2.401 0.784
C 0.679 0.546 1.482
*
```

As for the LUMO energy (spin up / spin down): -4.444 / -8.324 eV. As for the energy above the lowest of the compared OMol25 structures with the same formula, charge and spin: 13.1 kcal/mol. The HOMO energy (spin up / spin down) comes out at -14.23 / -14.23 eV. As for the gap between HOMO and LUMO (spin up / spin down): 0.3597 / 0.2172 Eh. Its expectation value of S² is 0.768. The value obtained for the molar mass is 122.2 g/mol.

Here are the natural (NBO) charges for atoms 1 to 4, given in e: 0.1908, -0.1604, 0.2544, -0.6128

***

3.
C16H15Br2HgN4O5 as an isolated structure, computed with wB97M-V/def2-TZVPD.

ORCA input file:
```
! wB97M-V def2-TZVPD RIJCOSX def2/J DEFGRID3
* xyz -2 2
C -2.671 2.191 2.860
H 2.022 0.012 -2.716
H 2.321 -2.985 -1.499
C 1.632 1.752 -1.506
O 1.335 -1.650 0.455
C -0.991 1.108 -1.587
C 2.050 0.985 3.161
H -1.986 -2.610 -1.494
C 0.853 1.637 3.878
O 1.077 2.356 4.863
N -0.345 1.373 3.363
N 0.810 2.517 -0.837
H -1.899 1.607 4.776
C -0.056 -4.073 -3.702
C -0.071 0.323 -2.280
H -3.053 1.702 -1.501
N 1.887 0.899 1.723
Br 3.488 2.260 -1.452
H 2.158 -0.029 3.557
C 1.281 0.629 -2.231
C -1.505 2.077 3.868
C 1.185 -3.837 -3.122
N -1.200 -3.611 -3.091
C 0.242 -1.904 -0.097
H 2.151 1.732 1.219
H -2.733 0.256 -2.493
H -0.160 -4.601 -4.639
C -1.070 -2.963 -1.958
H -0.404 -0.544 -2.836
C 0.155 -2.684 -1.299
O -0.908 -1.436 0.391
Hg -0.614 0.062 1.772
H -1.151 2.806 -0.276
Br 2.738 -4.496 -4.054
C 1.354 -3.165 -1.943
H -2.718 0.166 -0.730
C -0.485 2.186 -0.867
C -2.458 0.793 -1.583
H 2.227 0.055 1.281
O -3.627 2.886 3.235
H -1.219 3.091 4.154
H 2.927 1.553 3.484
O -2.570 1.574 1.756
*
```

As for the LUMO energy (spin up / spin down): 4.201 / 4.198 eV. As for the energy above the lowest of the compared OMol25 structures with the same formula, charge and spin: 0.5 kcal/mol. The HOMO energy (spin up / spin down) comes out at 0.49 / -2.98 eV. As for the gap between HOMO and LUMO (spin up / spin down): 0.1364 / 0.2639 Eh. Its expectation value of S² is 0.767. The value obtained for the molar mass is 703.7 g/mol.

Here are the natural (NBO) charges for atoms 1 to 4, given in e: 0.7645, 0.2376, 0.2311, 0.1572

***

4.
One molecule with the formula CH3NO2 in a non-equilibrium geometry, computed with wB97M-V/def2-TZVPD.

ORCA input file:
```
! wB97M-V def2-TZVPD RIJCOSX def2/J DEFGRID3
* xyz 0 1
N -0.942 -0.634 0.665
C 0.134 -0.012 0.052
H -0.774 -1.270 1.431
O -0.239 0.503 -1.191
H 0.348 1.326 -1.362
H -1.545 -1.001 -0.035
O 1.210 0.179 0.567
*
```

As for the LUMO energy: 0.657 eV. As for the energy above the lowest of the compared OMol25 structures with the same formula, charge and spin: 6.6 kcal/mol. The HOMO energy comes out at -10.64 eV. As for the gap between HOMO and LUMO: 0.4151 Eh. The value obtained for the molar mass is 61.0 g/mol. Its SMILES is NC(=O)O.

Here are the natural (NBO) charges for atoms 1 to 4, given in e: -0.8339, 0.8786, 0.4012, -0.7236

***

5.
C20H38O2P3Pt as an isolated structure in a non-equilibrium geometry, computed with wB97M-V/def2-TZVPD.

ORCA input file:
```
! wB97M-V def2-TZVPD RIJCOSX def2/J DEFGRID3
* xyz 1 3
H -1.161 3.873 -2.496
H -1.812 -1.113 -1.685
P -0.624 0.909 -1.749
H 4.024 -5.613 0.607
C 1.387 -3.932 1.912
O 1.804 -0.624 -0.798
C -2.078 1.900 -2.267
H -1.982 -1.912 -4.000
C 2.174 -2.851 -0.115
H 1.647 1.154 -2.362
H -0.330 3.689 0.323
H -2.326 1.138 3.683
H -2.916 3.864 -2.565
H -2.947 1.446 -1.782
H -3.486 2.821 0.228
H -3.387 3.625 1.813
H -2.620 -0.279 -3.939
C 1.857 -0.603 3.586
H -0.223 -1.380 -2.333
H 1.718 -0.828 4.645
C 3.252 -4.859 0.704
H -2.186 1.702 -3.334
H 0.793 2.672 -2.377
P -1.606 1.986 1.542
H 2.116 -2.978 -2.886
H 3.640 -2.145 -2.582
C 2.358 -4.896 1.778
H -1.880 -1.274 2.976
H -1.781 2.806 3.807
C -0.161 1.346 3.794
Pt -0.110 0.271 0.509
H -0.598 -2.325 3.553
C -2.056 3.417 -2.065
H 2.429 -5.690 2.512
C 2.135 -1.760 -1.104
H 2.525 0.252 3.484
H 0.678 -3.976 2.729
H -1.185 -1.008 4.598
H -0.897 4.300 1.897
C -1.709 -0.869 -3.826
H -1.015 -0.576 -4.613
H 3.849 -3.813 -1.055
C -3.279 2.674 1.287
H 2.260 -1.214 -3.168
C 0.644 1.578 -4.245
H 0.810 0.566 -4.616
H 0.600 2.108 3.611
C 0.740 1.634 -2.717
C -0.967 -1.304 3.571
H -0.133 1.111 4.861
H 2.312 -1.463 3.093
C -1.102 -0.741 -2.425
C 1.243 -2.896 0.962
C -1.546 1.835 3.368
P 0.260 -0.166 2.849
C 2.551 -2.044 -2.527
H 0.474 3.169 1.781
O 0.208 -2.099 1.087
H -4.008 1.962 1.678
C 3.144 -3.848 -0.230
H 1.411 2.215 -4.686
H -0.322 1.921 -4.622
C -0.496 3.432 1.364
H -2.112 3.703 -1.023
*
```

As for the LUMO energy (spin up / spin down): -2.408 / -5.063 eV. As for the energy above the lowest of the compared OMol25 structures with the same formula, charge and spin: 4.0 kcal/mol. The HOMO energy (spin up / spin down) comes out at -8.74 / -10.65 eV. As for the gap between HOMO and LUMO (spin up / spin down): 0.2328 / 0.2053 Eh. Its expectation value of S² is 2.031. The value obtained for the molar mass is 598.5 g/mol.

Here are the natural (NBO) charges for atoms 1 to 4, given in e: 0.2139, 0.2424, 0.9722, 0.2318

***

6.
One molecule with the formula C3H5ClN2O in a non-equilibrium geometry, computed with wB97M-V/def2-TZVPD.

ORCA input file:
```
! wB97M-V def2-TZVPD RIJCOSX def2/J DEFGRID3
* xyz 0 1
H -2.078 -0.878 -1.783
C -0.581 -0.272 -0.364
C 1.082 0.696 1.319
N -1.015 -1.169 -1.361
H -0.138 -1.404 -2.208
H 1.661 0.394 2.363
C 0.604 -0.451 0.437
N -1.334 0.639 0.074
O 1.515 -1.266 0.058
Cl 2.260 1.867 0.610
H -2.105 0.350 -0.564
H 0.127 1.495 1.418
*
```

As for the LUMO energy: -0.866 eV. As for the energy above the lowest of the compared OMol25 structures with the same formula, charge and spin: 93.0 kcal/mol. The HOMO energy comes out at -10.04 eV. As for the gap between HOMO and LUMO: 0.3370 Eh. The value obtained for the molar mass is 120.5 g/mol. Its SMILES is [H]/N=C(\N)C(=O)CCl.

Here are the natural (NBO) charges for atoms 1 to 4, given in e: 0.3924, 0.2894, -0.5024, -0.8447

***

7.
A 2-piece molecular cluster, C2H2IN overall in a non-equilibrium geometry, computed with wB97M-V/def2-TZVPD.

ORCA input file:
```
! wB97M-V def2-TZVPD RIJCOSX def2/J DEFGRID3
* xyz 0 1
N -0.527 -2.096 0.039
C -0.609 -0.937 0.015
H -0.848 0.963 0.915
H -0.678 0.948 -0.934
C -0.722 0.415 -0.001
I 3.384 0.707 -0.034
*
```

As for the LUMO energy (spin up / spin down): -4.552 / -4.551 eV. As for the energy above the lowest of the compared OMol25 structures with the same formula, charge and spin: 77.3 kcal/mol. The HOMO energy (spin up / spin down) comes out at -8.51 / -8.50 eV. As for the gap between HOMO and LUMO (spin up / spin down): 0.1453 / 0.1452 Eh. The value obtained for the molar mass is 166.9 g/mol.

Here are the natural (NBO) charges for atoms 1 to 4, given in e: -0.1620, 0.1507, 0.2434, 0.2454

***

8.
A 2-piece molecular cluster, C19H17N6O9 overall in a non-equilibrium geometry, computed with wB97M-V/def2-TZVPD.

ORCA input file:
```
! wB97M-V def2-TZVPD RIJCOSX def2/J DEFGRID3
* xyz -1 1
O 1.052 1.690 1.522
H -3.564 2.997 -0.563
N 2.570 1.839 -1.546
C 0.887 0.589 0.774
O 3.104 -3.658 -3.401
O -2.118 -1.384 -0.034
N 3.575 -2.572 -2.985
C 2.504 3.467 1.991
C 1.247 -1.754 -2.990
C -5.055 2.159 0.781
C 2.581 -1.517 -2.728
C -2.709 1.564 0.812
H 2.075 3.924 1.089
H 3.107 1.563 1.150
O 4.785 -2.386 -2.808
O -1.510 -2.093 -3.300
H -0.796 -3.588 0.020
H 2.629 1.491 2.856
H -1.256 -3.414 1.745
C -5.273 1.341 1.899
O 1.844 -0.111 0.418
H 0.693 -4.999 1.507
H 1.605 -3.730 0.660
H 3.556 3.758 2.094
C -0.537 0.372 0.431
H -5.894 2.672 0.306
C 0.309 -0.736 -2.743
O -1.870 -0.075 -2.483
C -0.454 -3.247 1.010
H 0.010 1.359 -2.209
C -1.043 -1.005 0.406
C 2.427 1.974 1.894
H -2.026 0.464 2.528
C -3.766 2.313 0.265
H 1.188 -3.505 2.372
H 0.933 -2.713 -3.384
C -4.183 0.755 2.555
H -4.323 0.167 3.459
C -1.362 1.547 0.175
O -0.950 2.517 -0.465
O -0.133 -1.832 0.966
C -2.902 0.885 2.022
C 0.686 0.523 -2.321
H 1.935 3.809 2.868
N 4.143 0.298 -1.770
C 0.834 -3.916 1.419
N 2.009 0.725 -2.091
N 3.836 1.553 -1.363
H -6.284 1.159 2.263
N -1.112 -0.998 -2.849
C 2.996 -0.242 -2.223
*
```

As for the LUMO energy: 0.979 eV. The HOMO energy comes out at -4.65 eV. As for the gap between HOMO and LUMO: 0.2069 Eh. The value obtained for the molar mass is 473.4 g/mol.

Here are the natural (NBO) charges for atoms 1 to 4, given in e: -0.5194, 0.2242, -0.0570, 0.8085